one) Computed, not measured: 2 unconnected molecules or ions with the total composition H2N2P2, with ωB97M-V/def2-TZVPD.

orbital gap (spin up / spin down) = 5.9119 / 7.9364 eV

Cartesian coordinates (Å):
N  0.2420  -0.4601  -3.0274
N  -0.4795  -0.0442  2.2199
P  -1.4696  -0.0681  1.0424
P  0.0842  -0.2304  -1.5601
H  0.5138  0.1911  2.3748
H  1.1091  0.6118  -1.0496

Results of the Mulliken charge analysis, in e, for atoms 1 through 2: -0.35, -0.35



two) Computed, not measured: H2N2P2 in the gas phase, with ωB97M-V/def2-TZVPD.

SMILES = N1=P2=N[PH2]12
orbital gap = 9.2254 eV

Cartesian coordinates (Å):
N  -1.0896  2.0334  1.6778
P  0.2650  1.2514  2.0842
N  0.1591  0.0882  0.6573
P  -0.9766  1.0097  0.3291
H  -0.4013  2.2486  -0.5728
H  -1.8071  0.0522  0.0397

Results of the Mulliken charge analysis, in e, for atoms 1 through 2: -0.43, 0.34



Which is most stable, and by how much? two), by 24.5 kcal/mol.



one) Computed, not measured: 2 unconnected molecules or ions with the total composition C2H3Cl2NO3, with ωB97M-V/def2-TZVPD.

SMILES = O=[N+]([O-])O.C=C(Cl)Cl
orbital gap = 10.4638 eV

Cartesian coordinates (Å):
O  4.0192  0.6550  -0.4672
N  2.9390  0.9014  -0.1372
O  2.0515  1.3574  -0.7296
O  2.6663  0.6525  1.2175
H  1.9019  1.0940  1.4114
C  -1.1531  -0.1741  -0.6252
C  -1.0821  0.9554  0.0696
Cl  -1.6214  2.3061  -0.8923
Cl  -0.3945  1.4903  1.5822
H  -1.4252  -0.1352  -1.6602
H  -1.0305  -1.1223  -0.1650

Results of the Mulliken charge analysis, in e, for atoms 1 through 2: -0.55, 1.10



two) Computed, not measured: 2 unconnected molecules or ions with the total composition C2H3Cl2NO3, with ωB97M-V/def2-TZVPD.

orbital gap (spin up / spin down) = 8.7073 / 7.9388 eV

Cartesian coordinates (Å):
C  -1.1081  -0.7635  -0.1576
C  0.3972  -0.7524  -0.2979
N  1.2979  1.4006  0.0951
O  1.6189  1.3359  1.2174
O  1.2253  2.1654  -0.7683
O  -1.4448  0.1999  0.8548
Cl  1.2010  -1.3708  1.1110
Cl  1.1352  -0.9706  -1.8299
H  -1.5553  -1.7320  0.2631
H  -1.4909  -0.6162  -1.1555
H  -1.2766  1.1036  0.6678

Results of the Mulliken charge analysis, in e, for atoms 1 through 2: -0.42, 0.40



Which is most stable, and by how much? one), by 7.1 kcal/mol.